Entry 1:
Computed, not measured: a cluster of 2 separate species, C7H14O in total, with ωB97M-V with the def2-TZVPD basis set.

Properties
- HOMO energy: -8.12 eV
- Energy: -350.22625 Eh
- Structure (SMILES): C=CCC(=C)CC.O
- Largest force on an atom: 0.0763 hartree/bohr
- LUMO energy: 0.0236 Eh
- Gap between HOMO and LUMO: 8.760 eV
- Total charge: 0

Element x y z (Å)
1 C -0.34757 2.37676 0.23175
2 C -0.55717 1.22479 -0.91627
3 C -0.36880 -0.05554 -0.22339
4 C -0.85509 -0.35318 0.98909
5 C 0.69128 -0.99762 -0.81646
6 C 1.67823 -0.95733 0.42556
7 C 2.72816 -0.19848 0.72736
8 H -0.09600 1.94944 1.32319
9 H 0.41549 3.09509 -0.01141
10 H -1.30926 2.82140 0.42522
11 H 0.16357 1.37658 -1.70189
12 H -1.54619 1.42632 -1.28512
13 H -0.85674 -1.38246 1.30071
14 H -1.25683 0.54525 1.64711
15 H 1.11084 -0.42155 -1.65522
16 H 0.22412 -1.99159 -0.98722
17 H 1.45172 -1.78568 1.12770
18 H 3.35756 -0.37237 1.56360
19 H 2.96613 0.76411 0.21793
20 H -3.03191 -1.86360 -0.42836
21 H -2.33835 -2.78848 -1.44989
22 O -2.22318 -2.41187 -0.50397

Löwdin population analysis, charges in e, atoms 1 to 4: atom 1 (C): -0.082, atom 2 (C): -0.162, atom 3 (C): -0.402, atom 4 (C): -0.007

=====

Entry 2:
Computed, not measured: a cluster of 12 separate species, C44H46N12O10 in total, with ωB97M-V with the def2-TZVPD basis set.

Properties
- HOMO energy: -10.22 eV
- Energy: -3113.12125 Eh
- Structure (SMILES): O=[N+]([O-])c1ccccc1.O=[N+]([O-])c1ccccc1.O=[N+]([O-])c1ccccc1.O=[N+]([O-])c1ccccc1.O=[N+]([O-])c1ccccc1.CC#N.CC#N.CC#N.CC#N.CC#N.CC#N.CC#N
- Largest force on an atom: 0.0831 hartree/bohr
- LUMO energy: -0.0601 Eh
- Gap between HOMO and LUMO: 8.586 eV
- Total charge: 0

Element x y z (Å)
1 C 2.84332 1.34030 -2.62237
2 C 2.40204 2.04918 -3.80632
3 N 2.11486 2.69092 -4.75653
4 H 3.41434 1.97336 -1.94321
5 H 3.62742 0.64791 -2.92880
6 H 2.16328 0.83271 -1.93827
7 C -2.92906 5.19180 -1.85805
8 C -2.15141 3.91821 -1.81230
9 N -1.54857 2.89639 -1.78140
10 H -3.91268 5.02780 -1.41796
11 H -2.93302 5.56343 -2.88273
12 H -2.41966 5.88491 -1.18856
13 C -0.49297 5.14498 1.79639
14 C -1.74230 5.58674 2.49559
15 N -2.75237 5.92573 2.97230
16 H -0.42845 4.05693 1.78799
17 H 0.42743 5.53115 2.23439
18 H -0.54225 5.58264 0.79933
19 C 0.31724 -3.18449 3.44355
20 C 1.50520 -3.48131 4.24701
21 N 2.46557 -3.74019 4.87135
22 H -0.61439 -3.44681 3.94491
23 H 0.24511 -3.59388 2.43593
24 H 0.44469 -2.10664 3.34303
25 C 1.43956 -4.53440 -0.86548
26 C 1.33874 -5.94392 -0.54300
27 N 1.14465 -7.03599 -0.31409
28 H 1.47244 -3.90839 0.02622
29 H 0.59756 -4.21079 -1.47737
30 H 2.32562 -4.38942 -1.48352
31 C -0.09984 0.93041 0.81833
32 C 0.55190 -0.38683 0.65994
33 N 1.03972 -1.45020 0.55941
34 H -1.18365 0.85924 0.72671
35 H 0.25275 1.40412 -0.09785
36 H 0.37129 1.45102 1.65206
37 C 1.28610 5.01767 -1.27253
38 C 2.71651 5.24365 -1.00984
39 N 3.83630 5.37316 -0.77867
40 H 0.94021 4.23898 -0.59275
41 H 0.93929 4.81539 -2.28589
42 H 0.88863 5.96258 -0.90203
43 C -2.20830 -5.54525 0.36510
44 C -2.34711 -5.37342 1.73027
45 C -2.64927 -4.11931 2.27990
46 C -2.76078 -2.99516 1.38647
47 C -2.55524 -3.13197 0.00323
48 C -2.22277 -4.39428 -0.44038
49 N -3.06794 -1.70069 2.08511
50 O -3.19806 -1.55197 3.25770
51 O -3.09261 -0.73787 1.38018
52 H -1.93597 -6.48545 -0.09125
53 H -2.36449 -6.18830 2.43883
54 H -2.85493 -4.02889 3.33627
55 H -2.63226 -2.30276 -0.68442
56 H -2.02793 -4.42289 -1.50228
57 C -4.53236 1.13406 -0.35608
58 C -5.82096 0.68886 -0.69200
59 C -6.98761 1.47802 -0.43124
60 C -6.78844 2.74488 0.19542
61 C -5.48523 3.12654 0.55182
62 C -4.37519 2.37073 0.28711
63 N -7.96129 3.62506 0.53514
64 O -9.06035 3.25649 0.21017
65 O -7.64489 4.68201 1.09365
66 H -3.61866 0.55855 -0.33773
67 H -5.88225 -0.22901 -1.25782
68 H -7.95898 1.12114 -0.74023
69 H -5.42391 4.06040 1.09083
70 H -3.40491 2.75232 0.56879
71 C 4.31616 -3.05649 1.27020
72 C 4.72783 -4.15876 0.50311
73 C 5.18204 -3.97731 -0.82687
74 C 5.04876 -2.72625 -1.39728
75 C 4.55590 -1.60849 -0.61938
76 C 4.16764 -1.74976 0.69981
77 N 5.53088 -2.41285 -2.75361
78 O 6.07466 -3.30982 -3.34860
79 O 5.39064 -1.24339 -3.16881
80 H 3.98857 -3.16907 2.29314
81 H 4.64204 -5.12349 0.98095
82 H 5.45938 -4.92224 -1.27026
83 H 4.46783 -0.67501 -1.15534
84 H 3.72285 -0.95435 1.27936
85 C 6.14969 2.63059 4.43714
86 C 6.17696 1.59005 3.46065
87 C 5.15943 1.52152 2.51946
88 C 4.12481 2.53978 2.47946
89 C 4.15047 3.52870 3.50961
90 C 5.16248 3.63345 4.46944
91 N 3.02925 2.41626 1.52932
92 O 2.97857 1.50820 0.75994
93 O 2.25003 3.37206 1.49074
94 H 6.91947 2.69498 5.19191
95 H 6.87767 0.76841 3.44344
96 H 5.26786 0.72125 1.80239
97 H 3.45648 4.33652 3.33012
98 H 5.23129 4.48234 5.13356
99 C -2.66328 -0.25508 -3.05667
100 C -1.33869 -0.76789 -2.95152
101 C -1.11374 -2.10843 -3.31084
102 C -2.17978 -2.89463 -3.82774
103 C -3.44376 -2.34154 -3.97932
104 C -3.66810 -1.05803 -3.58674
105 N -1.99467 -4.26415 -4.32625
106 O -1.07747 -4.88261 -3.79611
107 O -2.66817 -4.65356 -5.29829
108 H -2.93320 0.67910 -2.58671
109 H -0.57127 -0.16697 -2.48639
110 H -0.13160 -2.49637 -3.08433
111 H -4.24873 -2.84792 -4.49118
112 H -4.67538 -0.71912 -3.77886

Löwdin population analysis, charges in e, atoms 1 to 4: atom 1 (C): -0.081, atom 2 (C): -0.259, atom 3 (N): 0.122, atom 4 (H): 0.074

=====

Entry 3:
Computed, not measured: an isolated molecule of C4H3NS, with ωB97M-V with the def2-TZVPD basis set.

Properties
- HOMO energy: -10.02 eV
- Energy: -607.05830 Eh
- Structure (SMILES): C#C[C@H](S)C#N
- Largest force on an atom: 0.0669 hartree/bohr
- LUMO energy: 0.0199 Eh
- Gap between HOMO and LUMO: 10.565 eV
- Total charge: 0

Element x y z (Å)
1 C -0.05056 -0.20936 0.39838
2 C -0.34150 -0.22775 -1.03667
3 C -0.55749 -0.45302 -2.18566
4 C 1.30464 0.21071 0.71154
5 H -0.54743 1.25081 2.28187
6 H -0.03235 -1.25491 0.79802
7 H -0.76463 -0.62382 -3.25953
8 N 2.35728 0.64847 0.97970
9 S -1.36796 0.65887 1.31235

Löwdin population analysis, charges in e, atoms 1 to 4: atom 1 (C): -0.697, atom 2 (C): -0.192, atom 3 (C): 0.130, atom 4 (C): -0.259

=====

> Among the records above, which one has the highest energy?

C7H14O